A cluster of 14 separate species, C38H96F18N8O26S6 in total at a distorted geometry, computed with wB97M-V/def2-TZVPD.

Structure (XYZ):
```
192
Properties=species:S:1:pos:R:3:forces:R:3
C 1.114 -3.983 -3.603 0.1405 -2.0029 0.6883
C 1.149 -5.491 -3.170 -0.8230 -0.9692 -1.1614
C 0.172 -6.429 -3.940 -0.4464 1.0424 -1.5770
O 0.146 -7.719 -3.394 -0.4931 0.9351 1.1941
C -0.517 -8.727 -4.113 1.3533 -1.5349 0.0380
N 2.489 -6.136 -3.342 -0.3239 -0.5801 -0.4004
H 2.373 -7.149 -3.345 -0.2596 -0.1712 0.2243
H 2.887 -5.917 -4.252 0.1142 0.2986 -0.0401
H 3.229 -5.990 -2.638 0.6583 0.8240 0.8806
H 1.487 -3.769 -4.603 -0.0358 -0.2610 -0.0724
H 1.745 -3.477 -2.873 -0.3182 0.4265 -0.0763
H 0.052 -3.746 -3.555 0.1522 0.6345 0.0797
H 0.818 -5.634 -2.142 0.6971 0.2257 0.0193
H 0.346 -6.484 -5.023 0.9901 -0.1572 -0.1427
H -0.799 -5.932 -4.052 -0.4750 -0.0618 1.0071
H -1.600 -8.763 -4.247 -0.0805 1.2078 -0.2557
H -0.365 -9.642 -3.535 0.2578 0.0829 0.1570
H 0.084 -8.883 -5.012 -0.7260 -0.0363 -0.5566
C -0.753 2.674 -0.179 1.1244 -0.7319 -1.0136
C -0.309 1.328 0.455 -1.5383 -0.0413 1.2987
C 0.624 0.457 -0.337 -0.0780 0.6598 -1.1464
O 1.125 -0.649 0.319 -0.2932 -0.1050 1.0126
C 2.153 -1.269 -0.465 0.5336 -1.0427 0.7369
N 0.237 1.555 1.850 0.7886 1.1912 0.2868
H 1.127 2.051 1.825 0.2990 -0.0614 -0.4183
H -0.420 2.172 2.320 -0.6929 0.0950 0.1753
H 0.359 0.754 2.479 -0.3164 -0.7552 -0.4767
H -1.334 3.355 0.438 -0.2584 -0.4821 0.1811
H -1.279 2.378 -1.089 -0.5851 0.0704 0.2322
H 0.056 3.250 -0.639 0.5158 -0.0887 0.4347
H -1.251 0.836 0.711 -0.0245 -0.3318 -0.2247
H 1.426 1.134 -0.650 0.2323 -0.1932 -0.4126
H 0.064 0.091 -1.202 0.0952 0.5659 -0.3089
H 1.803 -1.558 -1.455 0.1315 0.7217 -0.2362
H 2.460 -2.213 -0.019 -0.7544 0.4135 0.3420
H 3.082 -0.706 -0.369 -0.1651 0.4551 -0.8188
C 0.733 4.133 -4.420 0.0313 -0.4465 -0.7922
C 2.098 4.838 -4.418 -1.0373 -0.7560 0.5452
C 2.610 5.186 -5.828 0.5862 0.0246 -0.2154
O 1.863 6.188 -6.466 -1.1955 0.5443 0.4152
C 2.290 6.518 -7.792 0.0216 0.1082 0.1842
N 2.001 6.075 -3.522 -1.1087 1.2701 -0.3544
H 1.414 6.789 -3.959 0.5620 0.3836 -0.7801
H 1.464 5.977 -2.664 0.2594 -0.9772 0.2188
H 2.924 6.431 -3.290 0.0721 0.2994 -0.2416
H 0.360 3.721 -3.480 0.2089 0.5690 0.3885
H 0.796 3.213 -5.006 0.5879 0.0244 -0.1315
H -0.040 4.690 -4.953 0.0002 0.3778 0.2932
H 2.821 4.285 -3.818 0.2174 -0.7427 -0.9767
H 2.548 4.277 -6.430 0.2839 -0.3348 0.3710
H 3.651 5.522 -5.792 0.2409 -0.3056 0.1819
H 1.564 7.175 -8.268 -0.2012 0.0689 0.4638
H 2.350 5.652 -8.453 0.2966 -0.2433 0.2780
H 3.232 7.065 -7.727 0.2097 -0.2175 -0.2214
C -3.249 -6.951 -1.593 -0.4019 -0.5286 0.6684
C -3.039 -5.763 -0.691 -0.3922 1.6940 -1.6534
C -2.884 -4.521 -1.563 2.7430 0.8952 0.4113
O -2.444 -3.490 -0.671 -1.9557 -0.1098 0.2844
C -1.772 -2.345 -1.155 0.9884 0.1300 0.3518
N -4.195 -5.551 0.261 0.1251 -0.8927 0.1468
H -4.181 -4.613 0.654 0.1539 0.1812 0.0162
H -5.104 -5.777 -0.133 -0.1214 0.0910 -0.1078
H -3.962 -6.239 0.974 -0.6003 0.1148 0.5463
H -4.002 -6.831 -2.374 -0.0382 0.6003 0.0443
H -3.638 -7.770 -0.984 0.6297 -0.5112 -0.1977
H -2.303 -7.152 -2.093 0.0538 -0.4748 0.3026
H -2.213 -5.795 0.022 0.5316 -0.4276 -0.6221
H -3.643 -4.225 -2.293 -0.6774 -0.1181 0.4884
H -2.005 -4.705 -2.189 -0.0603 -0.4871 -0.2658
H -1.672 -2.217 -2.234 -0.7675 -0.6357 0.2962
H -0.766 -2.411 -0.739 0.2127 0.0413 -0.2626
H -2.167 -1.425 -0.717 -0.5069 -0.2147 -0.0990
C -0.568 5.129 4.491 1.0967 -0.6244 0.7849
C -0.755 5.672 5.901 -2.2558 0.3273 1.5089
C -2.026 5.056 6.549 -0.8491 -1.5947 -0.1313
O -2.018 3.638 6.296 0.9786 0.5739 0.7282
C -3.287 2.964 6.388 -0.6943 1.7099 -1.1672
N 0.455 5.426 6.882 -1.4576 -1.2436 -1.2975
H 0.184 5.651 7.837 0.1459 0.6878 0.0641
H 0.594 4.418 6.915 0.3874 -0.1825 -0.1836
H 1.275 5.907 6.532 0.2565 0.1215 0.4262
H -0.687 4.044 4.528 0.1982 -0.0610 0.1802
H 0.456 5.361 4.190 -0.1527 0.1731 -0.6030
H -1.326 5.383 3.752 0.0594 0.7618 0.2692
H -0.914 6.739 6.059 0.2394 0.1978 -0.7963
H -2.984 5.462 6.209 0.4018 0.4140 -1.1561
H -2.210 5.287 7.604 1.0007 -0.1823 0.4792
H -3.830 3.152 5.461 0.1768 -0.3965 -0.3899
H -3.937 3.494 7.085 0.2327 -0.7629 0.8791
H -3.135 1.895 6.478 -0.0602 0.1925 0.4941
C -1.536 -0.197 7.308 0.7042 1.4266 0.2704
C -0.762 -0.760 6.134 -1.0117 1.0159 -0.7453
C -1.267 -0.149 4.806 0.9677 0.4878 -0.4958
O -0.461 -0.513 3.663 -1.0135 0.7228 0.8651
C -0.877 -1.711 3.036 -0.1585 -1.8125 0.6642
N 0.717 -0.427 6.291 0.0275 -0.9000 0.1160
H 1.327 -0.686 5.510 -0.1688 -0.7312 -0.5255
H 0.934 0.560 6.403 -0.5668 0.2165 0.3442
H 1.060 -0.932 7.108 0.3567 0.0102 0.1040
H -1.113 -0.547 8.250 -0.4272 -0.3094 0.0754
H -2.614 -0.324 7.240 0.1294 -0.6357 0.0231
H -1.418 0.891 7.331 0.1275 0.1379 0.0063
H -0.966 -1.828 6.214 0.9848 -0.2304 -0.6526
H -1.229 0.942 4.726 0.3546 0.2431 0.9394
H -2.352 -0.273 4.766 0.0183 -0.8650 -0.6492
H -0.554 -2.538 3.675 0.3112 -0.2280 -0.3217
H -0.434 -1.840 2.050 0.0621 0.3286 0.0885
H -1.964 -1.820 3.033 -0.0964 0.5283 -0.4416
C -4.064 0.553 -1.603 1.7711 1.6938 0.3438
C -5.163 -0.432 -1.780 -0.1985 -0.3068 -1.7477
C -6.117 -0.587 -0.610 -0.1120 -0.1819 1.2325
O -6.989 0.514 -0.522 -0.1214 0.8928 -2.0036
C -7.905 0.550 0.537 0.4224 -1.9140 1.7421
N -5.953 -0.093 -3.052 -1.5331 1.2732 0.6700
H -5.400 -0.067 -3.910 0.8005 0.0799 0.0807
H -6.746 -0.710 -3.219 0.1349 -0.4625 0.1369
H -6.418 0.797 -2.864 0.1566 0.3996 -0.3618
H -3.495 0.868 -2.480 -0.2340 -1.0327 -0.4573
H -3.326 0.186 -0.889 -0.1976 -0.3325 -0.0978
H -4.257 1.546 -1.190 -1.2373 -0.2786 0.3825
H -4.823 -1.368 -2.228 0.8899 -0.4275 1.4141
H -5.596 -0.628 0.351 0.7479 -0.0372 -0.2254
H -6.595 -1.571 -0.665 -0.7358 0.1244 -0.2800
H -8.753 1.228 0.485 0.3595 0.2168 -0.8583
H -7.394 0.720 1.490 0.2272 0.4715 -0.0521
H -8.272 -0.471 0.684 -0.5607 0.0163 -0.1681
C 4.065 6.504 1.074 0.1793 -0.7601 1.7257
C 3.366 5.153 1.411 0.2061 1.7969 -0.5753
C 3.457 4.253 0.172 0.6021 -2.7389 1.2279
O 3.122 2.926 0.572 -1.8017 0.9142 0.5330
C 4.014 1.850 0.653 1.2472 -1.4014 -0.5641
N 4.122 4.570 2.637 0.2273 1.6514 -1.6219
H 4.350 5.327 3.280 -0.7504 0.1668 0.3938
H 3.558 3.847 3.066 0.7112 -0.7209 -0.0065
H 5.076 4.385 2.322 -0.0273 -1.5181 -0.0163
H 4.058 7.183 1.931 -0.3016 0.0165 0.1054
H 3.659 7.086 0.252 0.1907 -0.5104 -0.3168
H 5.114 6.206 1.009 0.1665 0.5617 -0.9250
H 2.359 5.315 1.794 -0.1615 -0.2484 -0.3005
H 4.485 4.148 -0.183 0.0606 0.8851 -0.3986
H 2.735 4.472 -0.614 0.2559 0.7502 0.0094
H 3.461 1.085 1.195 0.4623 0.0720 0.2686
H 5.014 2.061 1.047 -0.2735 0.3980 0.8941
H 4.332 1.358 -0.272 -0.7478 0.4344 -0.6450
C -4.626 3.635 1.509 0.3810 -1.6899 0.2981
F -5.261 4.424 2.353 0.0554 0.3780 0.2342
F -5.515 3.116 0.661 0.0901 0.3003 -0.1534
F -3.719 4.349 0.827 -0.0875 -0.0505 0.0479
S -3.832 2.138 2.432 -0.0504 -1.3373 -0.2979
O -3.741 1.035 1.477 -0.1961 0.9738 0.0140
O -2.484 2.573 2.829 0.1266 0.7381 0.2860
O -4.756 1.875 3.518 0.4338 0.6514 -0.1963
C 0.740 -4.482 0.610 2.1463 -3.2127 1.0954
F 1.543 -3.716 1.354 -0.4327 0.2062 -0.1960
F -0.491 -4.361 1.127 -0.6932 0.8450 -0.6037
F 0.867 -4.122 -0.675 -1.1541 1.1550 0.2021
S 1.257 -6.357 0.683 1.1202 0.6122 0.9284
O 1.777 -6.512 2.017 -0.5451 0.1816 -0.0583
O -0.003 -7.049 0.438 -0.4288 0.3824 -0.5849
O 2.273 -6.424 -0.350 -0.9266 -0.0399 -0.3561
C -0.380 -0.347 -4.063 -1.9659 0.5305 -2.5864
F 0.635 -0.395 -4.925 -0.3874 -0.5326 1.5112
F -0.329 -1.195 -3.040 1.3564 0.0024 -0.2251
F -0.455 0.892 -3.543 0.2700 0.3197 0.3288
S -1.937 -0.708 -5.122 -0.6500 -2.4940 -0.8373
O -1.834 0.229 -6.212 -0.1924 0.3891 0.8769
O -1.772 -2.113 -5.501 0.7099 0.8524 0.4721
O -3.146 -0.644 -4.259 0.5129 1.2562 0.3178
C 3.601 0.459 -3.325 0.1076 0.9656 -1.1199
F 4.802 0.294 -2.787 -0.5202 -0.1414 0.6103
F 3.030 -0.705 -3.589 -0.1386 -0.0516 0.9004
F 2.818 1.238 -2.492 0.2483 -1.0174 0.3292
S 3.745 1.393 -4.868 0.9271 1.9618 -2.0938
O 2.403 1.491 -5.431 0.3882 -0.9955 0.1573
O 4.119 2.757 -4.450 0.5209 -0.2565 0.8358
O 4.804 0.697 -5.580 -1.4070 0.2586 0.5711
C 3.842 -0.971 3.161 1.6810 -4.1931 -0.8981
F 4.793 -0.137 2.719 -0.7723 0.6091 -0.0040
F 3.189 -0.423 4.184 -0.9926 1.4971 0.7414
F 2.954 -1.255 2.177 0.1276 1.3299 0.4623
S 4.632 -2.642 3.695 1.6402 -1.4159 -0.5610
O 3.499 -3.320 4.351 0.7140 1.3369 -0.4010
O 5.165 -3.280 2.491 -1.6391 1.1451 1.1912
O 5.721 -2.146 4.532 -1.2242 0.2661 0.4227
C 4.709 -3.314 -0.799 2.2801 0.5435 -0.4477
F 5.427 -2.426 -0.065 0.0287 -1.0649 0.6565
F 3.628 -3.694 -0.136 0.3430 -0.3180 -0.0553
F 4.354 -2.490 -1.807 -1.1426 -0.5996 -1.2028
S 5.753 -4.844 -1.424 3.3292 -0.4127 -0.0993
O 6.767 -4.455 -2.416 -2.1298 0.8997 0.3945
O 6.428 -5.357 -0.262 -1.1152 0.4052 0.6722
O 4.727 -5.722 -1.955 -1.2246 0.1340 -0.4970
```
Forces are in eV/Å.

Calculated values
- 2S+1: 1
- Total charge: +2
- LUMO level: -0.2591 Ha
- HOMO energy: -9.4 eV
- Molar mass: 1615.58 Da

=====

A cluster of 10 separate species, H19O10 in total at a distorted geometry, computed with wB97M-V/def2-TZVPD.

Structure (XYZ):
```
29
Properties=species:S:1:pos:R:3:forces:R:3
O 0.396 -0.104 -1.667 0.3395 1.1231 -0.0540
H -0.286 -0.700 -1.388 -0.4116 -0.4950 0.5249
H 0.373 -0.374 -4.561 0.2202 0.3307 -0.1391
O 2.219 2.669 -1.677 -0.0841 0.1971 0.0423
H 2.990 2.467 -2.210 0.0220 -0.1464 0.0631
H -0.623 2.938 0.207 -0.1853 0.2061 0.1300
O -0.355 -0.799 -4.114 -0.4041 -0.6855 -0.5889
H 1.980 1.839 -1.241 0.1462 -0.1133 0.0157
H 0.067 -1.155 -3.325 0.0418 0.4115 0.2575
O -1.950 1.628 -0.032 -0.0272 -0.4183 -0.3357
H -0.322 -2.022 1.753 0.1086 0.0127 0.2413
H 2.535 -0.844 0.145 0.4626 -0.6936 -0.4141
O -0.238 -1.574 0.910 -0.4464 0.5040 0.1626
H -1.145 -2.965 0.060 -0.2056 0.2245 0.2752
H -2.354 1.669 -0.907 -0.1363 0.2305 0.0411
O -2.966 -1.055 2.747 -0.3656 -0.0294 0.6707
H -2.516 -0.532 2.085 0.2505 -0.0101 -0.4304
H -2.889 -1.979 2.503 0.1336 0.0342 -0.3035
O 2.079 -0.049 3.128 0.1786 -0.4134 -0.5337
H 1.175 -0.344 3.182 -0.6507 0.0106 0.6836
H 2.181 -0.203 2.160 0.4629 0.6557 -0.2055
O -1.285 -3.923 0.082 0.2624 -0.0125 -0.3848
H -0.455 -4.185 -0.333 -0.1117 -0.4019 0.0846
H 0.419 -0.833 1.005 0.4738 -0.5454 -0.5965
O 1.923 -0.136 0.276 -0.5335 1.2619 1.0447
H 1.021 0.060 -0.838 -0.0326 -1.1989 -0.3284
O -0.131 3.703 0.545 0.1732 -0.0369 0.0236
H -1.269 0.961 -0.196 0.2585 -0.1055 0.1248
H 0.788 3.419 0.510 0.0604 0.1033 -0.0712
```
Forces are in eV/Å.

Calculated values
- 2S+1: 1
- Total charge: -1
- LUMO level: 0.1077 Ha
- HOMO energy: -6.0 eV
- Molar mass: 179.14 Da
- Relative energy (zero: lowest compared OMol25 entry of this formula, charge and spin): 22.1 kcal/mol

=====

Which of these has the highest LUMO level? H19O10